No. 1
{
  "formula": "C11H20N2O3",
  "method": "ωB97M-V with the def2-TZVPD basis set",
  "elements": ["C", "C", "C", "C", "C", "N", "C", "O", "N", "C", "C", "C", "C", "C", "O", "O", "H", "H", "H", "H", "H", "H", "H", "H", "H", "H", "H", "H", "H", "H", "H", "H", "H", "H", "H", "H"],
  "positions_angstrom": [[-4.37, 0.05, -0.70], [-3.45, -0.17, 0.59], [-2.01, -0.77, 0.21], [-1.71, -1.87, 1.23], [-0.97, 0.33, 0.18], [-1.26, 1.33, -0.91], [0.36, -0.14, -0.28], [0.28, -1.02, -1.20], [1.56, 0.32, 0.12], [1.71, 1.60, 0.76], [3.07, 2.13, 0.32], [3.84, 0.88, -0.23], [2.79, -0.12, -0.68], [3.29, -1.52, -0.18], [4.25, -1.70, 0.65], [2.55, -2.57, -0.67], [-3.81, 0.54, -1.64], [-4.56, -1.05, -0.96], [-5.34, 0.44, -0.43], [-3.43, 0.65, 1.23], [-3.96, -0.98, 1.16], [-2.05, -1.27, -0.73], [-0.87, -2.29, 0.79], [-1.59, -1.47, 2.26], [-2.50, -2.70, 1.15], [-0.94, 0.72, 1.25], [-1.17, 0.64, -1.89], [-2.30, 1.61, -0.96], [1.71, 1.43, 1.83], [0.80, 2.19, 0.49], [3.50, 2.63, 1.25], [3.22, 2.87, -0.57], [4.13, 0.40, 0.70], [4.65, 0.95, -0.99], [2.62, 0.13, -1.85], [1.92, -2.21, -1.30]],
  "e_above_lowest_ev": 3.552,
  "gap_ev": 10.529,
  "total_energy_ha": -766.2949
}

***

No. 2
{
  "formula": "C11H20N2S",
  "method": "ωB97M-V with the def2-TZVPD basis set",
  "elements": ["C", "C", "C", "C", "C", "C", "C", "C", "C", "C", "C", "N", "N", "S", "H", "H", "H", "H", "H", "H", "H", "H", "H", "H", "H", "H", "H", "H", "H", "H", "H", "H", "H", "H"],
  "positions_angstrom": [[-0.07, -0.78, 0.06], [0.60, -0.68, 1.36], [0.28, 0.53, 1.88], [-0.71, 0.34, -0.26], [-1.44, 3.67, -2.54], [-0.47, 1.36, 0.87], [0.69, 1.04, 3.20], [0.26, -3.11, 2.04], [2.50, -2.30, 1.10], [-1.41, -0.59, -3.95], [1.22, -1.90, 1.96], [-0.82, -0.12, -2.75], [-0.83, 2.54, -1.97], [-1.60, 0.81, -1.76], [-0.05, -1.64, -0.68], [-2.19, 3.99, -1.94], [-1.58, 3.45, -3.62], [-1.30, 1.72, 1.29], [0.23, 2.23, 0.42], [-0.23, 1.65, 3.68], [1.62, 1.71, 3.36], [0.94, 0.32, 3.87], [-0.16, -2.96, 3.01], [0.71, -4.11, 1.93], [-0.57, -2.85, 1.22], [2.30, -2.90, 0.25], [3.27, -2.80, 1.83], [2.84, -1.28, 0.57], [-2.07, -1.44, -3.90], [-0.66, -1.10, -4.52], [-1.98, 0.18, -4.39], [1.40, -1.56, 2.98], [-0.72, 4.49, -2.33], [0.01, 2.11, -2.26]],
  "e_above_lowest_ev": 6.920,
  "gap_ev": 8.606,
  "total_energy_ha": -938.6093
}

***

No. 3
{
  "formula": "C11H20N2Si",
  "method": "ωB97M-V with the def2-TZVPD basis set",
  "elements": ["C", "C", "C", "C", "C", "C", "C", "C", "C", "C", "C", "N", "N", "Si", "H", "H", "H", "H", "H", "H", "H", "H", "H", "H", "H", "H", "H", "H", "H", "H", "H", "H", "H", "H"],
  "positions_angstrom": [[-3.82, 1.18, 0.57], [-3.30, 1.35, -0.75], [-3.12, 0.43, 1.47], [-2.31, 0.50, -1.16], [-2.20, -0.51, 1.03], [-1.80, -0.45, -0.27], [1.30, 1.98, -1.26], [2.23, -0.36, 2.26], [0.10, -3.01, 0.12], [2.48, 1.02, -1.09], [2.52, 0.92, 1.36], [-0.11, -1.83, -2.44], [2.44, 0.22, 0.09], [-0.22, -1.39, -0.76], [-4.67, 1.88, 0.99], [-3.77, 2.08, -1.27], [-3.39, 0.49, 2.49], [-1.73, 0.47, -2.15], [-1.85, -1.05, 1.84], [0.70, 2.03, -0.36], [1.61, 3.02, -1.52], [0.69, 1.58, -2.20], [1.23, -0.67, 2.26], [2.70, -1.27, 1.98], [2.40, -0.16, 3.39], [0.58, -2.95, 1.03], [-0.79, -3.49, 0.45], [0.71, -3.70, -0.50], [2.65, 0.37, -1.88], [3.53, 1.42, -0.96], [1.73, 1.66, 1.44], [3.48, 1.23, 1.71], [-0.76, -1.44, -3.10], [0.76, -1.55, -2.83]],
  "e_above_lowest_ev": 3.263,
  "gap_ev": [8.802, 6.491],
  "total_energy_ha": -829.9792
}

***

No. 4
{
  "formula": "C11H20N4O7P",
  "method": "ωB97M-V with the def2-TZVPD basis set",
  "elements": ["N", "C", "N", "C", "N", "N", "C", "P", "O", "O", "O", "H", "H", "H", "H", "H", "H", "H", "H", "O", "C", "O", "C", "C", "C", "H", "H", "H", "H", "H", "H", "O", "C", "O", "C", "C", "C", "H", "H", "H", "H", "H", "H"],
  "positions_angstrom": [[0.01, 2.34, -1.29], [-0.31, 1.08, -0.97], [-1.10, 0.27, -1.69], [-1.13, -0.87, -1.03], [-0.41, -0.80, 0.09], [0.16, 0.43, 0.11], [1.12, 0.93, 1.09], [0.81, 0.47, 2.84], [0.05, 1.48, 3.55], [0.14, -0.97, 2.74], [2.26, 0.22, 3.45], [0.38, 2.54, -2.20], [0.00, 3.07, -0.61], [-1.68, -1.75, -1.30], [-0.27, -1.47, 0.83], [1.08, 2.01, 1.06], [2.13, 0.63, 0.79], [0.60, -1.64, 3.27], [2.79, -0.43, 2.97], [-1.26, -3.41, 4.04], [-2.38, -2.99, 4.03], [-3.39, -3.54, 4.72], [-4.64, -2.87, 4.43], [-4.23, -1.48, 3.93], [-2.90, -1.79, 3.26], [-5.17, -3.45, 3.68], [-5.23, -2.85, 5.34], [-4.97, -1.03, 3.28], [-4.07, -0.82, 4.77], [-3.02, -2.10, 2.22], [-2.18, -0.98, 3.32], [2.25, 1.12, -2.62], [2.54, 1.36, -3.77], [1.66, 1.94, -4.59], [2.21, 2.05, -5.93], [3.72, 1.99, -5.73], [3.84, 1.10, -4.49], [1.83, 1.21, -6.51], [1.85, 2.98, -6.37], [4.25, 1.62, -6.60], [4.10, 2.99, -5.50], [3.88, 0.04, -4.75], [4.69, 1.34, -3.86]],
  "charge": 1,
  "gap_ev": 9.832,
  "total_energy_ha": -1518.1109
}

***

No. 5
{
  "formula": "C11H20NP",
  "method": "ωB97M-V with the def2-TZVPD basis set",
  "elements": ["C", "C", "C", "C", "C", "C", "C", "C", "C", "C", "C", "N", "P", "H", "H", "H", "H", "H", "H", "H", "H", "H", "H", "H", "H", "H", "H", "H", "H", "H", "H", "H", "H"],
  "positions_angstrom": [[-0.20, -2.43, 0.51], [-1.02, -1.43, 0.52], [-3.46, 0.26, 0.66], [-3.17, -0.65, -0.23], [-3.74, -1.42, -1.33], [2.02, -0.68, -1.67], [2.98, -1.30, 0.53], [0.75, 2.25, 1.76], [-0.28, 2.11, -0.55], [2.31, -0.23, -0.27], [0.93, 1.69, 0.38], [1.08, 0.28, 0.31], [0.23, -0.70, 1.50], [0.35, -3.23, 0.10], [-4.49, 0.62, 0.80], [-2.79, 0.43, 1.47], [-4.73, -1.09, -1.50], [-3.92, -2.29, -0.82], [-3.24, -1.41, -2.24], [1.84, 0.22, -2.35], [2.73, -1.40, -2.05], [1.12, -1.26, -1.47], [2.77, -1.19, 1.55], [3.99, -1.26, 0.28], [2.68, -2.29, 0.34], [1.02, 3.39, 1.84], [-0.18, 1.94, 2.00], [1.44, 1.85, 2.51], [-0.13, 2.10, -1.60], [-0.78, 2.98, -0.32], [-1.01, 1.30, -0.51], [3.08, 0.59, -0.20], [1.83, 2.25, 0.04]],
  "e_above_lowest_ev": 6.958,
  "gap_ev": [7.706, 7.701],
  "total_energy_ha": -826.9425
}

***

No. 6
{
  "formula": "C11H20O2",
  "method": "ωB97M-V with the def2-TZVPD basis set",
  "elements": ["C", "C", "C", "C", "C", "C", "C", "C", "C", "C", "C", "O", "O", "H", "H", "H", "H", "H", "H", "H", "H", "H", "H", "H", "H", "H", "H", "H", "H", "H", "H", "H", "H"],
  "positions_angstrom": [[-5.02, -1.72, -0.24], [-3.58, -1.21, -0.34], [-3.21, -0.36, 0.87], [-1.75, 0.09, 0.87], [-1.42, 1.07, -0.26], [-0.04, 1.71, -0.12], [1.11, 0.71, -0.29], [2.47, 1.40, -0.25], [3.57, 0.42, -0.44], [4.55, 0.19, 0.44], [5.62, -0.79, 0.24], [6.50, -1.01, 1.02], [5.53, -1.45, -0.94], [-5.27, -2.33, -1.11], [-5.15, -2.33, 0.65], [-5.71, -0.89, -0.19], [-3.48, -0.63, -1.25], [-2.90, -2.06, -0.40], [-3.40, -0.94, 1.78], [-3.85, 0.52, 0.90], [-1.53, 0.57, 1.83], [-1.11, -0.80, 0.79], [-1.48, 0.56, -1.22], [-2.17, 1.86, -0.26], [0.04, 2.18, 0.86], [0.06, 2.49, -0.87], [1.07, -0.04, 0.50], [0.99, 0.19, -1.25], [2.51, 2.14, -1.05], [2.59, 1.92, 0.70], [3.55, -0.14, -1.36], [4.61, 0.73, 1.38], [6.27, -2.08, -1.00]],
  "e_above_lowest_ev": 0.010,
  "gap_ev": 10.880,
  "total_energy_ha": -581.6265
}

***

No. 7
{
  "formula": "C11H20S",
  "method": "ωB97M-V with the def2-TZVPD basis set",
  "elements": ["C", "C", "C", "C", "C", "C", "C", "C", "C", "C", "C", "S", "H", "H", "H", "H", "H", "H", "H", "H", "H", "H", "H", "H", "H", "H", "H", "H", "H", "H", "H", "H"],
  "positions_angstrom": [[0.52, -2.42, 0.27], [-1.03, -0.85, -1.91], [0.55, -2.36, -1.05], [-1.84, 1.73, -1.11], [-0.17, -1.57, 1.31], [0.06, -0.11, 1.00], [1.16, -3.22, -2.14], [-1.26, 2.95, -0.38], [-3.27, 1.54, -0.64], [2.29, -0.03, 2.04], [1.53, 0.18, 0.82], [-0.70, 0.40, -0.72], [1.25, -2.97, 0.81], [-2.03, -1.23, -1.46], [-1.29, -1.71, 1.36], [0.37, -1.61, 2.26], [-0.49, 0.53, 1.68], [2.00, -2.83, -2.57], [0.52, -3.25, -3.03], [1.19, -4.19, -1.64], [-1.18, 2.75, 0.67], [-0.28, 3.15, -0.71], [-1.96, 3.75, -0.42], [-3.41, 1.43, 0.40], [-3.61, 0.69, -1.12], [-3.86, 2.28, -1.04], [2.49, -1.14, 2.38], [1.84, 0.35, 3.04], [3.23, 0.39, 2.02], [1.90, -0.46, 0.08], [1.67, 1.14, 0.44], [0.49, 0.98, -1.33]],
  "e_above_lowest_ev": 10.233,
  "gap_ev": [7.525, 7.524],
  "total_energy_ha": -828.9124
}

***

No. 8
{
  "formula": "C11H21BF3N4O3",
  "method": "ωB97M-V with the def2-TZVPD basis set",
  "elements": ["C", "C", "O", "B", "O", "N", "C", "N", "C", "C", "C", "N", "C", "C", "C", "F", "C", "F", "F", "O", "C", "N", "H", "H", "H", "H", "H", "H", "H", "H", "H", "H", "H", "H", "H", "H", "H", "H", "H", "H", "H", "H", "H"],
  "positions_angstrom": [[4.53, -2.02, 1.26], [3.31, -3.03, 0.79], [3.10, -3.09, -0.67], [2.67, -1.78, -1.22], [3.04, -1.46, -2.63], [1.84, -0.84, -0.33], [0.44, -0.91, -0.43], [-0.48, 0.00, 0.42], [-1.69, 0.45, -0.39], [-3.10, -0.24, 0.18], [-3.40, 0.12, 1.75], [-4.10, -0.97, 2.54], [-1.73, 2.12, -0.21], [-0.14, 2.62, -0.24], [-0.10, 4.26, -0.56], [-1.33, 5.09, -0.73], [1.27, 4.89, -0.67], [2.29, 4.43, 0.35], [1.60, 5.85, -1.75], [-1.53, 0.24, -1.86], [-1.33, -1.18, -2.18], [-0.29, -1.89, -1.34], [4.26, -0.88, 1.17], [5.50, -2.32, 0.63], [4.72, -2.22, 2.41], [3.65, -4.12, 1.13], [2.34, -2.78, 1.40], [3.68, -2.16, -2.99], [2.26, -0.17, 0.37], [-0.77, -0.65, 1.20], [-3.12, -1.41, 0.00], [-3.97, 0.26, -0.47], [-3.97, 1.17, 1.77], [-2.37, 0.33, 2.32], [-5.09, -0.96, 2.23], [-4.10, -0.62, 3.54], [-2.18, 2.45, 0.82], [-2.32, 2.51, -1.15], [0.38, 2.00, -1.08], [0.35, 2.47, 0.83], [-0.93, -1.21, -3.30], [-2.36, -1.79, -2.21], [-0.84, -2.54, -0.71]],
  "charge": 1,
  "gap_ev": 6.589,
  "total_energy_ha": -1200.4175
}

***

No. 9
{
  "formula": "C11H21Br10Cl3",
  "method": "ωB97M-V with the def2-TZVPD basis set",
  "elements": ["Br", "C", "C", "Br", "H", "H", "H", "H", "Br", "C", "C", "Br", "H", "H", "H", "H", "Br", "C", "C", "Br", "H", "H", "H", "H", "Br", "C", "C", "Br", "H", "H", "H", "H", "Br", "C", "C", "Br", "H", "H", "H", "H", "C", "Cl", "Cl", "Cl", "H"],
  "positions_angstrom": [[-0.47, -4.71, -3.72], [-0.49, -3.92, -1.86], [0.97, -3.82, -1.34], [1.83, -2.52, -2.53], [-1.10, -4.57, -1.23], [-0.92, -2.92, -1.86], [1.67, -4.65, -1.25], [1.00, -3.53, -0.29], [3.76, 0.29, 2.16], [3.28, 2.24, 1.93], [2.10, 2.44, 0.94], [2.73, 1.68, -0.72], [4.13, 2.78, 1.52], [3.04, 2.69, 2.90], [1.90, 3.50, 0.79], [1.16, 1.94, 1.15], [0.25, 1.28, -1.78], [1.54, -0.22, -2.08], [2.80, 0.25, -2.77], [2.44, 0.95, -4.60], [1.04, -1.00, -2.64], [1.64, -0.54, -1.04], [3.52, -0.53, -3.01], [3.19, 1.11, -2.24], [-3.76, 0.41, 1.95], [-4.27, -1.05, 3.22], [-3.09, -1.92, 3.69], [-3.74, -3.42, 4.75], [-5.02, -1.67, 2.72], [-4.73, -0.59, 4.09], [-2.37, -1.43, 4.34], [-2.53, -2.28, 2.83], [0.82, 4.82, -0.05], [-0.78, 4.06, -0.98], [-1.01, 2.65, -0.51], [-2.26, 1.68, -1.80], [-0.44, 4.00, -2.01], [-1.68, 4.66, -0.87], [-1.56, 2.60, 0.43], [-0.15, 2.01, -0.36], [-1.04, -0.53, 0.40], [-1.24, -1.44, 1.92], [-0.09, -1.41, -0.89], [-0.04, 0.93, 0.71], [-2.02, -0.29, -0.01]],
  "e_above_lowest_ev": 18.818,
  "gap_ev": 7.415,
  "total_energy_ha": -27551.7303
}

***

No. 10
{
  "formula": "C11H21N2O",
  "method": "ωB97M-V with the def2-TZVPD basis set",
  "elements": ["C", "N", "C", "O", "C", "N", "C", "C", "C", "C", "C", "C", "C", "C", "H", "H", "H", "H", "H", "H", "H", "H", "H", "H", "H", "H", "H", "H", "H", "H", "H", "H", "H", "H", "H"],
  "positions_angstrom": [[2.00, 1.31, -1.07], [2.74, 0.35, -1.12], [2.44, -1.09, -0.98], [3.24, -1.89, -1.23], [0.96, -1.25, -0.64], [0.26, -0.17, -0.11], [-1.00, 0.08, -0.94], [-0.57, 0.61, -2.33], [-1.80, -1.24, -1.17], [-1.91, 1.20, -0.43], [0.31, 0.06, 1.36], [0.31, 1.57, 1.62], [-0.82, -0.67, 2.08], [1.63, -0.50, 1.96], [1.59, 2.25, -1.24], [0.63, -1.56, -1.59], [0.88, -2.06, 0.10], [0.42, 0.35, -2.60], [-1.06, 0.11, -3.15], [-0.77, 1.64, -2.37], [-2.84, -0.90, -1.22], [-1.75, -2.10, -0.32], [-1.54, -1.58, -2.14], [-1.46, 2.10, -0.53], [-2.89, 1.20, -0.89], [-2.25, 1.03, 0.59], [0.99, 1.96, 0.93], [-0.65, 2.21, 1.48], [0.54, 1.65, 2.62], [-0.69, -0.43, 3.21], [-0.77, -1.84, 2.07], [-1.80, -0.47, 1.66], [1.88, -1.43, 1.46], [2.43, 0.17, 1.96], [1.34, -0.70, 2.98]],
  "charge": 1,
  "e_above_lowest_ev": 5.136,
  "gap_ev": 8.439,
  "total_energy_ha": -616.0792
}

***

No. 11
{
  "formula": "C11H21N2OS",
  "method": "ωB97M-V with the def2-TZVPD basis set",
  "elements": ["C", "C", "C", "S", "C", "N", "N", "C", "O", "H", "H", "H", "H", "H", "H", "H", "C", "C", "C", "C", "C", "C", "H", "H", "H", "H", "H", "H", "H", "H", "H", "H", "H", "H", "H", "H"],
  "positions_angstrom": [[0.12, 3.19, -4.73], [-0.68, 1.92, -4.81], [-1.78, 1.65, -3.75], [-1.18, 1.57, -2.03], [0.02, 0.33, -2.22], [1.24, 0.31, -1.79], [1.76, -0.94, -2.14], [0.81, -1.55, -2.76], [-0.32, -0.84, -2.85], [-0.53, 4.07, -4.55], [0.90, 3.14, -3.95], [-1.23, 1.87, -5.77], [0.00, 1.05, -4.82], [-2.33, 0.72, -3.93], [-2.48, 2.49, -3.76], [0.88, -2.53, -3.20], [2.07, -0.62, 1.26], [0.60, -1.03, 1.33], [-0.28, -0.06, 2.11], [0.10, 0.10, 3.59], [0.11, -1.19, 4.39], [-1.26, -1.87, 4.45], [2.52, -0.60, 2.26], [2.64, -1.32, 0.65], [2.17, 0.36, 0.81], [0.51, -2.04, 1.74], [0.21, -1.09, 0.31], [-1.32, -0.37, 2.03], [-0.22, 0.92, 1.63], [-0.59, 0.81, 4.05], [1.09, 0.57, 3.66], [0.44, -0.97, 5.41], [0.84, -1.89, 3.98], [-2.01, -1.21, 4.89], [-1.22, -2.78, 5.06], [-1.61, -2.16, 3.46]],
  "charge": -1,
  "e_above_lowest_ev": 0.000,
  "gap_ev": 3.980,
  "total_energy_ha": -1014.5884
}

***

No. 12
{
  "formula": "C11H21N2S",
  "method": "ωB97M-V with the def2-TZVPD basis set",
  "elements": ["C", "C", "C", "C", "C", "C", "C", "C", "C", "C", "C", "N", "N", "S", "H", "H", "H", "H", "H", "H", "H", "H", "H", "H", "H", "H", "H", "H", "H", "H", "H", "H", "H", "H", "H"],
  "positions_angstrom": [[-0.45, -0.73, -2.29], [0.19, -1.81, 1.53], [-1.63, 1.26, 1.11], [-0.97, -0.82, -1.10], [0.76, -1.47, 0.39], [-2.58, 0.45, 0.26], [-5.01, 0.37, -0.27], [4.97, 0.86, 0.47], [-3.96, 0.53, 0.79], [4.18, -0.26, -0.17], [2.70, -0.04, -0.02], [-2.33, -0.37, -0.73], [1.95, -1.34, -0.15], [2.04, 1.07, -1.32], [-1.19, -0.35, -3.01], [0.56, -1.04, -2.75], [0.92, -2.16, 2.29], [-0.84, -1.72, 1.96], [-2.11, 1.57, 2.01], [-0.69, 0.66, 1.15], [-5.02, -0.54, -0.87], [-6.01, 0.47, 0.10], [-4.76, 1.18, -1.02], [4.85, 1.85, 0.00], [6.07, 0.61, 0.31], [4.54, 0.85, 1.47], [-3.86, -0.25, 1.44], [-4.27, 1.44, 1.35], [4.28, -1.20, 0.40], [4.25, -0.49, -1.27], [2.46, 0.43, 0.88], [-3.00, -0.94, -1.09], [-1.39, 2.11, 0.42], [2.07, -1.94, -1.07], [3.27, 1.77, -1.19]],
  "charge": 1,
  "e_above_lowest_ev": 5.394,
  "gap_ev": 7.977,
  "total_energy_ha": -938.9738
}